1.
The following is a DFT calculation (ωB97M-V/def2-TZVPD) of an isolated molecule of C7H11N.

Results
LUMO energy in eV: 1.09
Multiplicity: 1
Net charge: 0
HOMO level in eV: -8.3625
Structure (SMILES): C1C[C@@H]2[C@@H]3CC[C@@H]1N23
Energy above the lowest of the compared OMol25 structures with the same formula, charge and spin in kcal per mole: 197.5

Structure (XYZ):
```
19
Properties=species:S:1:pos:R:3:nbo_charge:R:1
C -1.54577 -0.93970 -0.28310 -0.39
C -1.86377 0.19582 0.52382 -0.45
C -0.79498 1.23177 -0.03953 -0.08
C 0.82516 1.23640 -0.26717 0.02
C 1.94401 0.30298 0.51350 -0.43
C 1.56654 -1.06081 -0.27427 -0.40
C 0.02817 -0.71140 -0.28295 -0.06
H -1.73699 -2.04712 0.06868 0.22
H -1.66462 -0.95960 -1.54838 0.23
H -1.73266 -0.03072 1.51070 0.21
H -2.91978 0.66403 0.44045 0.23
H -1.53166 2.08536 -0.74322 0.18
H 1.26214 2.16628 -0.79163 0.21
H 2.79686 0.83673 0.23115 0.22
H 1.73014 0.04296 1.64169 0.23
H 2.09059 -1.34461 -1.20033 0.23
H 1.40771 -1.73423 0.69726 0.22
H 0.16379 -0.38459 0.73698 0.14
N -0.02488 0.45047 -0.93365 -0.53
```



2.
The following is a DFT calculation (ωB97M-V/def2-TZVPD) of an isolated molecule of C21H21N3O3S.

Results
LUMO energy in eV: 0.07
Multiplicity: 1
Net charge: 0
HOMO level in eV: -8.0138
Structure (SMILES): CS(=O)(=O)C1(c2cc(C3=CCOCC3)nc(-c3cccc4[nH]ccc34)n2)CC1
Energy above the lowest of the compared OMol25 structures with the same formula, charge and spin in kcal per mole: 101.1

Structure (XYZ):
```
49
Properties=species:S:1:pos:R:3:nbo_charge:R:1
O 2.66015 -2.25345 -2.60009 -0.92
O 1.36305 -3.72787 -4.00612 -0.95
N -0.34044 0.83163 0.56668 -0.47
N -0.52230 -1.35514 -0.32216 -0.47
O 1.41447 5.33573 -1.15299 -0.54
C 0.06494 0.72524 3.45644 -0.29
C 0.08743 0.84085 4.82613 -0.03
C 0.07697 3.69590 0.02777 -0.16
C 0.56328 2.69044 -0.77579 -0.08
C -0.61765 -0.46861 0.68401 0.41
C 0.11170 1.26617 -0.64198 0.33
C -0.10183 -0.95203 -1.50657 0.26
C 0.20084 0.38768 -1.71316 -0.32
C -2.52443 -2.59994 3.16868 -0.23
C -1.96056 -2.15300 1.94622 -0.18
C -2.18788 -2.00679 4.38071 -0.24
C -0.76874 -0.43728 3.15449 -0.09
C -1.10934 -1.01089 1.93533 -0.08
C -1.24395 -0.93903 4.38142 0.20
N -0.66136 -0.16966 5.38822 -0.56
C 0.49127 5.15629 -0.06669 -0.10
C 2.34174 4.27476 -1.41448 -0.05
C 1.54695 3.05926 -1.87658 -0.47
C -0.52679 -1.40030 -4.04999 -0.40
C -1.31627 -2.46149 -3.29366 -0.40
C 1.12926 -4.19122 -1.39815 -0.85
C -0.05540 -1.90120 -2.68351 -0.37
S 1.38463 -2.98469 -2.74439 2.14
H 0.62388 1.37022 2.75147 0.25
H 0.57907 1.62771 5.39203 0.22
H -0.62034 3.47574 0.84363 0.22
H 0.52330 0.68466 -2.66580 0.23
H -3.16893 -3.45692 3.15738 0.21
H -2.23070 -2.68045 1.03404 0.23
H -2.63313 -2.35101 5.32668 0.21
H -0.86362 -0.27752 6.38931 0.41
H 0.95536 5.45036 0.88868 0.18
H -0.39000 5.82418 -0.26322 0.21
H 2.94596 4.05015 -0.52370 0.17
H 2.97143 4.61119 -2.20837 0.20
H 2.19612 2.21189 -2.02485 0.22
H 0.97870 3.30276 -2.79694 0.22
H -1.02935 -0.40525 -4.09663 0.23
H 0.04357 -1.70702 -4.91965 0.26
H -1.31989 -3.50804 -3.69986 0.25
H -2.26986 -2.16343 -2.83737 0.23
H 0.18047 -4.71055 -1.54171 0.24
H 1.09854 -3.65229 -0.47062 0.25
H 1.92970 -4.94778 -1.40430 0.26
```



- The highest LUMO energy belongs to which entry?
  C7H11N



- Look up the energy above the lowest of the compared OMol25 structures with the same formula, charge and spin of the first one.
  197.5 kcal per mole